Record 1
{
  "formula": "C21H31F5P2Sn",
  "method": "ωB97M-V/def2-TZVPD",
  "homo_lumo_gap_ev": 7.49,
  "e_above_lowest_kcal_mol": 0.0,
  "charge": 0,
  "homo_energy_ev": -7.67,
  "energy_ha": -2214.9749,
  "elements": ["P", "P", "C", "C", "H", "H", "H", "H", "C", "H", "H", "H", "C", "H", "H", "H", "C", "H", "H", "H", "C", "H", "H", "H", "Sn", "C", "C", "C", "C", "C", "C", "C", "C", "C", "H", "H", "H", "H", "H", "H", "H", "H", "H", "H", "H", "H", "H", "H", "H", "F", "C", "C", "C", "F", "C", "F", "C", "F", "C", "F"],
  "xyz": [[0.131, -1.362, -6.434], [0.087, 1.753, -6.326], [-0.234, -0.456, -8.034], [0.323, 0.958, -8.010], [-1.325, -0.473, -8.174], [0.237, -1.030, -8.839], [1.399, 0.984, -8.237], [-0.209, 1.576, -8.740], [-1.540, 2.543, -6.711], [-1.754, 3.269, -5.915], [-2.325, 1.772, -6.741], [-1.481, 3.055, -7.683], [1.176, 3.192, -6.631], [0.909, 3.696, -7.565], [2.210, 2.835, -6.682], [1.057, 3.879, -5.787], [-0.978, -2.783, -6.741], [-0.796, -3.520, -5.953], [-0.779, -3.224, -7.723], [-2.013, -2.428, -6.693], [1.726, -2.112, -6.979], [2.504, -1.336, -7.012], [1.596, -2.558, -7.975], [1.996, -2.889, -6.249], [0.848, -0.119, 0.785], [0.625, 1.620, -1.913], [-0.714, 1.563, -1.978], [-1.525, 0.776, -2.948], [-1.933, -0.667, -2.507], [-0.860, -1.556, -1.966], [0.439, -1.490, -2.241], [1.123, -0.592, -3.227], [1.587, 0.831, -2.751], [0.215, -1.951, 1.850], [1.084, 2.343, -1.213], [-1.266, 2.140, -1.218], [-1.008, 0.722, -3.914], [-2.467, 1.327, -3.133], [-2.728, -0.597, -1.744], [-2.406, -1.173, -3.379], [-1.178, -2.265, -1.182], [1.111, -2.184, -1.701], [0.507, -0.477, -4.146], [2.035, -1.137, -3.565], [2.529, 0.691, -2.200], [1.853, 1.437, -3.647], [0.901, -1.968, 2.714], [0.424, -2.805, 1.188], [-0.830, -1.989, 2.196], [-2.561, 0.602, 1.682], [-1.663, 1.417, 2.288], [-0.322, 1.431, 1.884], [0.543, 2.300, 2.527], [1.861, 2.321, 2.139], [0.155, 3.093, 3.594], [1.049, 3.902, 4.202], [-1.174, 3.036, 4.020], [-1.577, 3.794, 5.064], [-2.097, 2.225, 3.352], [-3.391, 2.223, 3.707]]
}



Record 2
{
  "formula": "C41H59F5N2O18PS",
  "method": "ωB97M-V/def2-TZVPD",
  "homo_lumo_gap_ev": 6.09,
  "charge": 1,
  "homo_energy_ev": -11.03,
  "energy_ha": -4300.1610,
  "elements": ["C", "C", "P", "C", "N", "C", "C", "C", "S", "O", "O", "C", "F", "F", "C", "F", "F", "F", "C", "N", "H", "H", "H", "H", "H", "H", "H", "H", "H", "H", "H", "O", "C", "O", "C", "C", "C", "H", "H", "H", "H", "H", "H", "O", "C", "O", "C", "C", "C", "H", "H", "H", "H", "H", "H", "O", "C", "O", "C", "C", "C", "H", "H", "H", "H", "H", "H", "O", "C", "O", "C", "C", "C", "H", "H", "H", "H", "H", "H", "O", "C", "O", "C", "C", "C", "H", "H", "H", "H", "H", "H", "O", "C", "O", "C", "C", "C", "H", "H", "H", "H", "H", "H", "O", "C", "O", "C", "C", "C", "H", "H", "H", "H", "H", "H", "O", "C", "O", "C", "C", "C", "H", "H", "H", "H", "H", "H"],
  "xyz": [[4.669, 2.815, 1.866], [5.287, 1.599, 2.701], [4.770, -0.068, 2.046], [5.531, -0.169, 0.354], [2.961, 0.079, 1.901], [2.378, -0.562, 0.903], [0.951, -0.524, 0.667], [0.301, 0.251, 1.680], [-1.487, 0.468, 1.728], [-1.869, 0.324, 3.120], [-2.146, -0.569, 0.971], [-2.020, 2.196, 1.263], [-3.325, 2.311, 1.454], [-1.335, 3.056, 2.059], [-1.593, 2.544, -0.219], [-2.406, 3.469, -0.744], [-1.649, 1.478, -1.033], [-0.327, 2.992, -0.185], [1.105, 0.836, 2.699], [2.412, 0.808, 2.852], [5.444, 3.518, 1.523], [4.108, 2.342, 1.027], [3.919, 3.328, 2.506], [5.086, 1.718, 3.780], [6.386, 1.655, 2.526], [6.609, 0.081, 0.478], [5.029, 0.435, -0.425], [5.517, -1.243, 0.058], [3.004, -1.153, 0.214], [0.421, -1.007, -0.160], [0.556, 1.397, 3.481], [3.241, -0.303, -1.955], [2.306, -0.418, -2.701], [1.050, -0.630, -2.261], [0.173, -0.840, -3.397], [0.886, -0.193, -4.564], [2.347, -0.402, -4.207], [0.033, -1.909, -3.534], [-0.796, -0.379, -3.201], [0.604, -0.618, -5.526], [0.666, 0.875, -4.590], [2.721, -1.365, -4.563], [2.974, 0.410, -4.571], [-1.082, -5.721, 0.821], [-2.210, -5.319, 0.769], [-3.296, -6.132, 0.771], [-4.488, -5.347, 0.587], [-4.110, -3.944, 1.022], [-2.638, -3.875, 0.645], [-4.776, -5.394, -0.466], [-5.293, -5.762, 1.191], [-4.721, -3.170, 0.558], [-4.216, -3.850, 2.105], [-2.496, -3.549, -0.387], [-2.076, -3.242, 1.327], [-0.299, -3.017, -5.355], [-1.456, -3.235, -5.594], [-1.874, -3.960, -6.653], [-3.311, -3.944, -6.719], [-3.768, -3.614, -5.311], [-2.644, -2.720, -4.810], [-3.617, -3.186, -7.444], [-3.671, -4.915, -7.052], [-4.752, -3.148, -5.276], [-3.807, -4.526, -4.711], [-2.811, -1.671, -5.066], [-2.484, -2.832, -3.739], [1.519, 2.481, -5.250], [1.576, 2.900, -6.377], [2.480, 3.816, -6.785], [2.213, 4.187, -8.149], [1.420, 3.031, -8.726], [0.649, 2.535, -7.513], [1.647, 5.121, -8.150], [3.153, 4.344, -8.675], [0.786, 3.318, -9.564], [2.100, 2.250, -9.073], [-0.296, 3.067, -7.384], [0.482, 1.460, -7.551], [-2.732, -12.134, -0.969], [-2.599, -11.173, -0.269], [-3.636, -10.523, 0.321], [-3.150, -9.352, 0.999], [-1.679, -9.618, 1.252], [-1.296, -10.475, 0.054], [-3.309, -8.487, 0.356], [-3.705, -9.210, 1.926], [-1.088, -8.708, 1.351], [-1.559, -10.198, 2.171], [-0.997, -9.867, -0.802], [-0.519, -11.194, 0.302], [5.207, 4.731, 6.479], [4.052, 4.533, 6.246], [3.618, 3.812, 5.172], [2.184, 3.853, 5.116], [1.736, 4.182, 6.530], [2.874, 5.057, 7.032], [1.887, 4.621, 4.395], [1.805, 2.888, 4.780], [0.759, 4.663, 6.571], [1.684, 3.275, 7.118], [2.722, 6.109, 6.781], [3.033, 4.938, 8.098], [-1.650, 5.312, -6.198], [-1.682, 5.832, -5.119], [-0.582, 6.311, -4.487], [-0.939, 6.769, -3.173], [-2.428, 7.048, -3.240], [-2.904, 6.013, -4.248], [-0.694, 5.983, -2.453], [-0.363, 7.660, -2.930], [-2.923, 6.980, -2.271], [-2.600, 8.051, -3.635], [-3.146, 5.060, -3.774], [-3.749, 6.374, -4.831], [1.543, 3.671, 9.165], [0.868, 2.735, 9.492], [0.190, 1.958, 8.609], [-0.606, 0.995, 9.325], [0.050, 0.872, 10.687], [0.605, 2.272, 10.905], [-1.630, 1.370, 9.388], [-0.609, 0.051, 8.783], [-0.636, 0.543, 11.466], [0.872, 0.155, 10.639], [-0.130, 2.935, 11.364], [1.523, 2.257, 11.488]]
}



Record 3
{
  "formula": "C3H16N2O4",
  "method": "ωB97M-V/def2-TZVPD",
  "homo_lumo_gap_ev": 9.23,
  "e_above_lowest_kcal_mol": 12.1,
  "charge": 0,
  "homo_energy_ev": -8.93,
  "energy_ha": -534.3396,
  "smiles": "NC[C@H](N)CO.O.O.O",
  "elements": ["N", "C", "C", "N", "C", "O", "H", "H", "H", "H", "H", "H", "H", "H", "H", "H", "O", "H", "H", "O", "H", "H", "O", "H", "H"],
  "xyz": [[-1.208, 0.295, 1.582], [0.118, -0.149, 1.190], [0.301, -1.504, 0.508], [0.298, -2.572, 1.547], [1.698, -1.639, -0.072], [1.809, -0.862, -1.290], [-1.484, 1.114, 1.057], [-1.889, -0.404, 1.312], [0.606, 0.546, 0.493], [0.752, -0.054, 2.081], [-0.480, -1.659, -0.233], [-0.639, -2.920, 1.704], [0.667, -2.271, 2.437], [1.960, -2.655, -0.340], [2.372, -1.168, 0.642], [2.506, -0.205, -1.310], [-2.644, 1.964, -1.035], [-2.191, 1.993, -1.877], [-2.444, 2.737, -0.504], [-0.691, 0.498, -2.132], [0.081, 0.292, -1.586], [-0.595, -0.116, -2.868], [0.076, 2.823, -0.198], [0.830, 3.379, 0.001], [0.190, 2.540, -1.110]]
}



Record 4
{
  "formula": "C3H8N2O",
  "method": "ωB97M-V/def2-TZVPD",
  "homo_lumo_gap_ev": 10.08,
  "e_above_lowest_kcal_mol": 47.7,
  "charge": 0,
  "homo_energy_ev": -9.41,
  "energy_ha": -303.8162,
  "smiles": "CNC=O.C=N",
  "elements": ["C", "N", "C", "O", "H", "H", "H", "H", "H", "C", "N", "H", "H", "H"],
  "xyz": [[1.600, 1.609, -0.208], [0.690, 0.517, 0.226], [-0.072, 0.697, 1.341], [0.003, 1.695, 2.072], [1.049, 2.530, -0.421], [1.986, 1.277, -1.157], [2.359, 1.918, 0.587], [0.372, -0.328, -0.249], [-0.683, -0.184, 1.645], [-1.569, -2.147, -2.048], [-0.780, -2.281, -1.012], [-2.380, -1.354, -1.988], [-1.547, -2.826, -2.911], [-0.301, -3.200, -1.085]]
}



Record 5
{
  "formula": "C12H14Si2",
  "method": "ωB97M-V/def2-TZVPD",
  "homo_lumo_gap_ev": 9.68,
  "e_above_lowest_kcal_mol": 0.0,
  "charge": 0,
  "homo_energy_ev": -8.82,
  "energy_ha": -1044.5066,
  "smiles": "c1ccc([C@]23C=C[C@H](C=C2)[SiH2][SiH2]3)cc1",
  "elements": ["C", "C", "C", "C", "C", "C", "C", "C", "C", "C", "Si", "Si", "C", "C", "H", "H", "H", "H", "H", "H", "H", "H", "H", "H", "H", "H", "H", "H"],
  "xyz": [[3.988, -0.101, 0.229], [3.324, -1.294, 0.137], [1.939, -1.377, -0.011], [1.273, -0.185, -0.122], [-0.262, -0.204, -0.124], [-0.791, 0.751, -1.159], [-1.910, 1.443, -1.068], [-2.819, 1.083, 0.111], [-1.886, 1.142, 1.302], [-0.762, 0.454, 1.366], [-3.282, -0.862, -0.106], [-1.141, -1.855, -0.103], [1.967, 1.028, -0.265], [3.331, 1.052, -0.171], [5.085, 0.063, 0.331], [3.813, -2.180, 0.240], [1.367, -2.393, -0.110], [-0.260, 1.112, -2.020], [-2.173, 2.262, -1.760], [-3.609, 1.691, 0.113], [-2.381, 1.739, 2.193], [-0.183, 0.366, 2.184], [-4.291, -1.495, 1.036], [-4.045, -0.772, -1.241], [-0.803, -2.493, -1.386], [-0.776, -2.574, 1.129], [1.267, 1.765, -0.422], [4.021, 1.835, -0.302]]
}



Record 6
{
  "formula": "C22H22IN2OPPd",
  "method": "ωB97M-V/def2-TZVPD",
  "homo_lumo_gap_ev": [5.84, 5.89],
  "e_above_lowest_kcal_mol": 35.9,
  "charge": 2,
  "homo_energy_ev": [-14.02, -14.15],
  "energy_ha": -1802.6327,
  "elements": ["Pd", "I", "C", "C", "C", "C", "C", "C", "C", "C", "C", "P", "C", "C", "C", "C", "C", "C", "C", "C", "C", "C", "C", "C", "C", "H", "H", "H", "H", "H", "H", "H", "H", "H", "H", "H", "H", "H", "H", "H", "H", "N", "N", "H", "H", "H", "H", "O", "H", "H"],
  "xyz": [[-0.165, 2.398, 0.186], [1.503, 1.938, 2.267], [1.370, -0.110, 3.001], [1.970, -0.215, 4.234], [2.088, -1.450, 4.878], [1.588, -2.564, 4.268], [0.940, -2.477, 3.017], [0.417, -3.662, 2.458], [-0.232, -3.662, 1.256], [-0.379, -2.458, 0.574], [0.129, -1.268, 1.072], [-0.127, 0.087, -0.112], [-1.657, -0.253, -1.016], [-2.859, -0.007, -0.345], [-4.059, -0.276, -0.976], [-4.062, -0.756, -2.279], [-2.868, -0.982, -2.949], [-1.660, -0.729, -2.326], [1.236, 0.027, -1.292], [1.208, 1.001, -2.301], [2.189, 1.006, -3.272], [3.209, 0.063, -3.227], [3.258, -0.873, -2.204], [2.276, -0.896, -1.229], [0.809, -1.222, 2.324], [2.372, 0.664, 4.713], [2.575, -1.504, 5.839], [1.677, -3.531, 4.738], [0.532, -4.582, 3.007], [-0.628, -4.567, 0.828], [-0.893, -2.464, -0.376], [-2.834, 0.371, 0.673], [-4.991, -0.119, -0.456], [-4.998, -0.957, -2.775], [-2.873, -1.368, -3.956], [-0.727, -0.916, -2.838], [0.390, 1.728, -2.324], [2.160, 1.733, -4.069], [3.967, 0.056, -3.995], [4.059, -1.595, -2.169], [2.310, -1.631, -0.437], [-1.907, 3.980, -0.536], [-2.035, 3.543, 0.824], [-1.976, 4.994, -0.647], [-2.601, 3.534, -1.138], [-2.984, 3.262, 1.092], [-1.707, 4.273, 1.464], [1.404, 3.890, -1.034], [1.226, 4.730, -1.469], [2.361, 3.815, -0.962]]
}